1.
The following is a quantum chemistry calculation of the molecule C21H27N3O4 at a distorted geometry, from the OMol25 dataset.

Computed properties:
* LUMO: 0.02906 hartree
* total charge: 0
* relative energy (zero: lowest compared OMol25 entry of this formula, charge and spin): 346.76 kJ/mol
* SMILES: COc1cccc(OCc2cc(C(=O)N3CCN(C4CCCC4)CC3)no2)c1
* strongest force on any atom: 1.12 eV/A
* E_tot: -34873.7816 eV
* E_HOMO: -0.3130 hartree

Last column: Löwdin charge in e.
Atoms and positions in Å:
C: 6.725 -2.307 -3.125  -0.2725
H: -4.651 -1.166 1.148  0.1332
O: 7.080 -2.776 -4.354  -0.0816
C: 8.445 -2.974 -4.628  -0.0899
C: -5.972 3.769 3.549  -0.1874
H: -4.252 5.081 3.558  0.1115
H: 2.687 -2.860 -2.731  0.1459
H: -4.001 0.238 -0.714  0.1343
H: -3.437 4.287 1.396  0.1096
H: -6.196 4.086 4.567  0.1027
H: -2.277 0.437 -1.103  0.0949
C: 5.350 -2.148 -2.932  0.0565
H: 1.099 -2.573 0.130  0.1273
C: 4.867 -1.683 -1.722  -0.2585
O: 0.347 -0.862 -2.525  0.0377
H: -5.040 3.632 0.992  0.1249
C: 7.112 -1.525 -0.897  -0.0776
H: -5.956 1.642 3.110  0.1109
C: -5.280 2.397 3.510  -0.1420
H: -3.205 2.427 0.062  0.1131
C: 7.610 -1.994 -2.104  -0.0376
C: 1.240 -1.586 -1.832  -0.2100
C: -3.642 -1.049 1.554  -0.1117
C: -3.598 0.176 2.464  -0.1605
H: -5.504 5.584 2.415  0.1063
H: 8.889 -3.710 -3.948  0.0957
H: -6.911 3.732 2.996  0.1067
C: -2.995 0.326 -0.293  -0.1234
O: -1.451 -2.604 1.144  0.0633
H: -4.968 2.085 4.506  0.1072
C: -2.958 1.538 0.642  -0.1603
H: 8.489 -3.354 -5.647  0.0926
C: -4.065 2.536 2.568  -0.3323
H: 9.008 -2.037 -4.566  0.0955
H: 8.674 -2.107 -2.230  0.0994
O: 3.546 -1.496 -1.432  -0.0214
H: -3.145 2.672 3.169  0.1526
C: -5.003 4.722 2.852  -0.1974
H: 7.801 -1.280 -0.103  0.1071
C: -1.636 -1.673 0.374  -0.3933
C: 2.591 -1.808 -2.422  -0.1159
N: -2.717 -0.875 0.455  -0.0408
C: 0.676 -1.986 -0.656  0.0804
H: 4.705 -2.401 -3.757  0.1167
H: -4.319 0.045 3.271  0.1162
N: -0.803 -0.777 -1.822  0.1025
C: 5.759 -1.368 -0.695  -0.0182
H: 5.365 -1.006 0.240  0.1153
C: -4.340 3.836 1.804  -0.1631
H: 2.705 -1.164 -3.304  0.1454
C: -0.632 -1.434 -0.700  -0.1642
H: -3.357 -1.948 2.104  0.1217
H: -1.935 1.655 1.046  0.1359
N: -3.936 1.369 1.704  -0.1399
H: -2.590 0.258 2.910  0.1362

2.
The following is a quantum chemistry calculation of the molecule C21H27N3O4, from the OMol25 dataset.

Computed properties:
* LUMO: 0.01399 hartree
* total charge: 0
* relative energy (zero: lowest compared OMol25 entry of this formula, charge and spin): 272.34 kJ/mol
* SMILES: COc1cc(C(C)=O)ccc1OC[C@@H](O)CN1CCN(c2ccccn2)CC1
* strongest force on any atom: 0.87 eV/A
* E_tot: -34874.5529 eV
* E_HOMO: -0.2885 hartree

Last column: Löwdin charge in e.
Atoms and positions in Å:
H: -4.120 -2.135 -0.932  0.1062
H: 2.869 3.851 -0.428  0.0976
H: 7.357 1.228 1.674  0.0870
H: 7.893 1.424 -0.003  0.0868
H: -3.363 1.261 -1.885  0.1254
C: -7.716 -1.390 0.501  -0.0834
H: 8.911 0.551 1.155  0.0837
C: 7.887 0.751 0.852  -0.0162
H: -4.666 1.976 -0.886  0.1075
H: 3.362 -2.596 -0.993  0.1245
H: 4.512 3.326 -0.863  0.0981
H: -0.653 1.412 1.245  0.1299
H: 0.225 -1.445 0.633  0.1461
H: -3.500 1.288 1.172  0.1303
C: 3.765 0.720 -0.474  -0.1863
C: -8.309 -0.177 0.835  -0.0907
C: -7.589 0.972 0.574  -0.1521
N: -1.962 0.228 0.152  -0.1777
C: -2.932 1.310 0.226  -0.1608
H: 3.910 3.107 0.809  0.1018
H: -7.988 1.951 0.806  0.1039
O: 3.047 1.874 -0.620  -0.0977
C: 0.798 0.142 -0.706  -0.1176
C: -0.901 0.355 1.130  -0.1460
C: 0.384 -0.357 0.689  -0.3369
H: -1.907 -1.852 0.154  0.1188
C: -2.645 -1.052 0.221  -0.1559
C: -5.801 -0.181 -0.285  -0.2903
C: -3.627 -1.166 -0.950  -0.1350
O: 7.813 -1.607 0.554  0.0816
H: 1.063 1.198 -0.653  0.1267
H: -0.045 0.006 -1.385  0.1301
C: 3.124 -0.500 -0.792  -0.2074
H: -3.068 -1.078 -1.888  0.1280
H: 2.173 -0.534 1.447  0.0867
C: 7.218 -0.553 0.485  -0.4069
O: 1.849 -0.640 -1.249  -0.0101
N: -6.382 0.979 0.039  0.1062
H: -1.188 -0.030 2.121  0.1349
H: 5.741 -2.604 -0.260  0.1189
C: 5.806 -0.494 0.040  -0.1582
O: 1.356 -0.071 1.671  -0.0065
C: 5.179 -1.685 -0.316  -0.0107
H: 5.567 1.626 0.203  0.0967
C: 5.084 0.697 -0.048  0.0397
C: -3.913 1.192 -0.942  -0.1442
H: -6.008 -2.346 -0.330  0.0928
H: -2.400 2.260 0.160  0.1222
H: -9.291 -0.134 1.279  0.0927
H: -8.237 -2.320 0.680  0.1046
C: -6.460 -1.404 -0.062  -0.0146
H: -3.199 -1.164 1.171  0.1330
C: 3.635 3.098 -0.250  -0.0706
N: -4.586 -0.089 -0.907  -0.0813
C: 3.863 -1.681 -0.719  0.0146